No. 1
Below is a 2-piece molecular cluster, C18H18N2O2 overall, with properties calculated with ωB97M-V/def2-TZVPD.

Cartesian coordinates (Å):
C -1.74983 1.95922 7.56067
O -0.58503 2.63442 7.01873
C -0.51993 2.85968 5.68130
C 0.64810 3.51112 5.19605
C 0.81185 3.72954 3.84793
C -0.17468 3.32665 2.89629
C 0.03250 3.50597 1.49170
C -0.97255 3.30042 0.54143
C -0.80760 2.94140 -0.79576
C -1.90105 2.52775 -1.63379
C -1.67361 2.01765 -2.95038
C -2.70574 1.57307 -3.74344
C -4.04928 1.62946 -3.27518
O -5.01633 1.21623 -4.13174
C -6.40724 1.29501 -3.72254
C -4.30748 2.12378 -1.97285
C -3.25551 2.57503 -1.19102
C -1.35613 2.71122 3.41092
C -1.53786 2.48785 4.76685
H -1.55480 1.89224 8.63153
H -2.66209 2.54765 7.38232
H -1.85613 0.95183 7.13521
H 1.39823 3.82404 5.92410
H 1.71207 4.23277 3.48462
H 1.01778 3.82783 1.14253
H -1.99737 3.45670 0.90071
H 0.20516 2.91562 -1.22035
H -0.64492 1.98618 -3.32173
H -2.53309 1.17870 -4.74396
H -6.96388 0.93365 -4.58827
H -6.60096 0.64584 -2.85540
H -6.69772 2.33249 -3.49629
H -5.32561 2.16402 -1.57953
H -3.47900 2.97854 -0.20458
H -2.13340 2.40125 2.71071
H -2.46553 2.03091 5.12515
N 2.10991 2.80072 -2.50542
C 3.25699 3.08334 -1.97724
N 4.26760 3.36881 -1.41174
H 2.21728 2.50379 -3.48051

Computed properties:
**Gap between HOMO and LUMO**: 3.012 eV
**Energy above the lowest of the compared OMol25 structures with the same formula, charge and spin**: 6.584 eV
**Total energy**: -26028.45948 eV
**Molar mass**: 294.35 g/mol

No. 2
Below is C24H19F3IrN6O4S as an isolated structure, with properties calculated with ωB97M-V/def2-TZVPD.

Cartesian coordinates (Å):
Ir -0.57676 0.09662 -0.47258
O -0.79090 -1.96440 0.50405
C 0.00977 -2.61262 1.23107
C -0.01385 -4.04985 1.19771
C 0.80927 -4.78374 1.98614
C 1.71982 -4.16616 2.89728
C 1.76964 -2.81523 2.96992
C 0.95063 -1.98730 2.13813
C 1.01761 -0.61254 2.33008
N 0.40979 0.31600 1.59092
N 0.53548 1.52916 2.09617
C -0.24021 2.42798 1.41486
O -0.99303 2.11431 0.47465
C -0.17908 3.83646 1.86311
C -0.83764 4.80092 1.10378
C -0.78940 6.13140 1.48414
C -0.08682 6.50168 2.62396
C 0.56802 5.54110 3.38327
C 0.52566 4.20845 3.00488
H -0.71248 -4.51149 0.51195
H 0.77619 -5.86527 1.92827
H 2.35349 -4.77651 3.52543
H 2.44639 -2.32850 3.66245
H 1.59306 -0.23237 3.17049
H -1.37629 4.49249 0.21811
H -1.29727 6.88079 0.89134
H -0.04981 7.54211 2.92129
H 1.11323 5.83194 4.27176
H 1.03297 3.45002 3.58448
C 2.45840 -2.35022 -2.88126
C 1.25351 -1.84655 -2.15417
N 1.32481 -1.03109 -1.17532
N 2.57796 -0.65182 -0.74694
C 2.64792 0.64815 -0.65681
N 3.79343 1.17758 -0.14793
S 1.38686 1.72999 -1.15314
C -0.11505 -2.27572 -2.52887
C -0.34128 -3.41881 -3.28148
C -1.64566 -3.80930 -3.53494
C -2.68458 -3.04929 -3.02834
C -2.37915 -1.91949 -2.28757
N -1.12667 -1.53483 -2.05980
H 3.17729 -1.53914 -2.97451
H 2.19673 -2.71817 -3.87120
H 2.94797 -3.15068 -2.32190
H 4.59025 0.56895 -0.06429
H 3.94894 2.16307 -0.25248
H 0.49302 -4.00139 -3.64455
H -1.84527 -4.70187 -4.11336
H -3.71770 -3.32113 -3.19174
H -3.15214 -1.30797 -1.84407
F -5.23955 1.15591 -1.59364
C -4.15311 1.94262 -1.65640
F -4.30544 2.93473 -0.76386
F -4.10651 2.48299 -2.87670
C -2.87878 1.14229 -1.32670
O -1.86142 1.32285 -2.02768
O -2.93221 0.36291 -0.34744

Computed properties:
**Gap between HOMO and LUMO (spin up / spin down)**: 7.347 / 5.777 eV
**Total energy**: -64150.71973 eV
**Molar mass**: 736.73 g/mol
**2S+1**: 6

No. 3
Below is C7H8N2O2 as an isolated structure, with properties calculated with ωB97M-V/def2-TZVPD.

Cartesian coordinates (Å):
C -1.83440 -0.67218 -1.75504
C -0.68628 -1.36593 -2.38426
C 0.35900 -1.35645 -1.53341
C 1.68938 -1.76259 -1.62550
C -0.42299 0.92372 1.86851
C 0.74993 1.22270 0.94368
C 0.15422 -0.19249 0.96227
N -1.65026 -0.27517 -0.56431
N -0.58236 -0.66621 -0.03409
O 2.26955 -2.11175 -2.62458
O -0.86669 -1.95753 -3.57175
H -2.70488 -0.47864 -2.36883
H 2.17829 -1.70699 -0.55574
H -0.04413 0.89802 3.00300
H -1.43946 1.18692 1.94144
H 0.78780 1.76106 0.01283
H 1.64334 1.41257 1.58080
H 0.75795 -1.06222 1.32568
H 0.05781 -2.15013 -3.74046

Computed properties:
**Gap between HOMO and LUMO**: 8.635 eV
**Energy above the lowest of the compared OMol25 structures with the same formula, charge and spin**: 5.970 eV
**Total energy**: -14458.48876 eV
**Molar mass**: 152.15 g/mol

No. 4
Below is C6H8N2OS as an isolated structure, with properties calculated with ωB97M-V/def2-TZVPD.

Cartesian coordinates (Å):
C -0.59672 0.99847 0.21453
C -0.14154 1.43193 1.53166
C 1.23222 -0.71801 -1.64816
C -0.15516 -1.30964 -1.90496
C 0.27421 -1.00447 -0.52931
C 0.43042 -1.74382 0.78147
N -1.41870 1.68710 -0.45847
N -0.93514 2.56769 1.77560
O 0.70323 1.00156 2.31674
S -1.82000 3.04506 0.39395
H 2.16138 -1.12827 -1.78615
H 1.11647 0.34413 -1.95619
H -1.01163 -0.62384 -2.36916
H -0.41366 -2.34097 -2.20995
H -0.08258 -2.62408 0.78416
H -0.05364 -1.04646 1.44680
H 1.41431 -1.79059 1.16291
H -0.70348 3.25419 2.45453

Computed properties:
**Gap between HOMO and LUMO**: 8.803 eV
**Energy above the lowest of the compared OMol25 structures with the same formula, charge and spin**: 5.261 eV
**Total energy**: -22209.70966 eV
**Molar mass**: 156.21 g/mol

No. 5
Below is a 2-piece molecular cluster, C3H8N2O2 overall, with properties calculated with ωB97M-V/def2-TZVPD.

Cartesian coordinates (Å):
N 1.48707 0.42549 1.43412
C 0.20084 0.90927 1.26762
O -0.06037 1.99400 0.82632
O -0.73465 -0.00693 1.62224
H 1.54334 -0.18696 2.23215
H 2.22700 1.11463 1.37584
H -0.63469 -0.74843 1.01171
C 0.33722 -0.06628 -1.72525
N -0.16102 -1.10504 -1.20174
C -1.10912 -1.83627 -2.04441
H 0.93074 0.57995 -1.09481
H 0.08344 0.27524 -2.73047
H -0.85370 -2.89246 -2.06535
H -1.11725 -1.46586 -3.07364
H -2.09930 -1.69886 -1.61415

Computed properties:
**Gap between HOMO and LUMO**: 11.202 eV
**Energy above the lowest of the compared OMol25 structures with the same formula, charge and spin**: 1.255 eV
**Total energy**: -10315.69703 eV
**Molar mass**: 104.11 g/mol
**Structure (SMILES)**: NC(=O)O.C=NC

No. 6
Below is C10H5BiCl2NO3Ru as an isolated structure, with properties calculated with ωB97M-V/def2-TZVPD.

Cartesian coordinates (Å):
Bi 0.18007 -1.41620 -3.12200
Ru 0.18151 1.40276 -2.44497
Cl -1.34717 -2.95511 -4.41424
Cl -0.97010 3.37714 -2.25889
C 1.91300 1.86643 -2.19295
C 1.15046 -1.25555 -5.29524
C 0.05962 1.55937 -4.29826
O 3.01411 2.19415 -1.97051
O 1.36405 -1.77053 -6.30328
O -0.09787 1.58326 -5.45153
N -0.15506 0.82723 -0.54709
C -0.26256 0.49054 0.56758
C -0.35436 0.01725 1.89724
C -1.61449 -0.08901 2.53238
C -1.68933 -0.54732 3.85269
C -0.52747 -0.92222 4.53826
C 0.71949 -0.83644 3.90147
C 0.81226 -0.38050 2.58994
H -2.51629 0.19134 1.97794
H -2.66782 -0.60420 4.34161
H -0.60332 -1.27555 5.56601
H 1.62526 -1.12573 4.44351
H 1.78602 -0.33112 2.09034

Computed properties:
**Gap between HOMO and LUMO (spin up / spin down)**: 6.999 / 4.984 eV
**Energy above the lowest of the compared OMol25 structures with the same formula, charge and spin**: 0.513 eV
**Total energy**: -51496.11304 eV
**Net charge**: +4
**Molar mass**: 568.11 g/mol
**2S+1**: 6

No. 7
Below is one molecule with the formula C4H7FN2S, with properties calculated with ωB97M-V/def2-TZVPD.

Cartesian coordinates (Å):
N 1.60581 1.23401 -0.09288
C 1.30045 -0.09290 -0.00045
N 2.44105 -0.92840 -0.16336
C -0.01984 -0.57868 0.08513
C -1.20032 0.22496 -0.03172
S -1.37503 1.89991 -0.04751
C -2.58215 -0.27621 -0.02859
F -2.60087 -1.55017 -0.16714
H 2.43359 1.75761 -0.36056
H 0.84332 1.89842 0.17064
H 3.33599 -0.43747 0.04335
H 2.38407 -1.81512 0.30161
H -0.26775 -1.69872 0.21996
H -3.06125 0.36399 -0.86224
H -3.23707 -0.00121 0.93376

Computed properties:
**Gap between HOMO and LUMO**: 8.079 eV
**Energy above the lowest of the compared OMol25 structures with the same formula, charge and spin**: 1.427 eV
**Total energy**: -20793.11046 eV
**Molar mass**: 134.18 g/mol
**Structure (SMILES)**: NC(N)=CC(=S)CF

No. 8
Below is a 2-piece molecular cluster, C2H9NOS overall, with properties calculated with ωB97M-V/def2-TZVPD.

Cartesian coordinates (Å):
N -0.61687 -1.20965 1.24437
C 0.68534 -1.64712 1.58819
O 0.66415 -3.14741 1.70794
H -0.80305 -1.69726 0.38476
H -1.15715 -1.69389 1.84425
H 1.01711 -1.30403 2.62279
H 1.51185 -1.60027 0.86607
H 1.62925 -3.42732 1.93444
C -0.19159 2.35198 -1.68399
S -1.11217 2.60865 -3.14362
H -1.14354 2.37705 -0.98629
H 0.59770 3.14259 -1.40990
H 0.27883 1.31178 -1.80548
H -1.35986 3.93490 -3.16352

Computed properties:
**Gap between HOMO and LUMO**: 9.471 eV
**Energy above the lowest of the compared OMol25 structures with the same formula, charge and spin**: 1.696 eV
**Total energy**: -16590.97059 eV
**Molar mass**: 95.17 g/mol
**Structure (SMILES)**: NCO.CS

No. 9
Below is C3H9AgO3 as an isolated structure, with properties calculated with ωB97M-V/def2-TZVPD.

Cartesian coordinates (Å):
Ag -3.45857 1.06569 -4.12328
O -4.20073 -0.81281 -3.06507
H -4.33130 -0.67520 -2.12220
C -1.54701 3.07672 -5.64058
O -1.67583 1.78966 -5.06166
C -0.45550 1.06061 -4.96042
C -0.75247 -0.36732 -4.55507
H -2.52873 3.55951 -5.57440
H -0.79749 3.66313 -5.08966
H -1.25310 2.97118 -6.69508
H 0.16589 1.55013 -4.19301
H 0.04884 1.09132 -5.93889
H 0.21579 -0.84511 -4.32915
H -1.18796 -0.91477 -5.41131
O -1.59856 -0.37753 -3.43838
H -2.74225 -0.96964 -3.16224

Computed properties:
**Gap between HOMO and LUMO (spin up / spin down)**: 6.269 / 7.182 eV
**Energy above the lowest of the compared OMol25 structures with the same formula, charge and spin**: 1.096 eV
**Total energy**: -13392.15072 eV
**Molar mass**: 200.97 g/mol
**2S+1**: 3

No. 10
Below is a 2-piece molecular cluster, CHBrF2OS overall, with properties calculated with ωB97M-V/def2-TZVPD.

Cartesian coordinates (Å):
C 0.12076 0.52357 -0.40129
O -0.31071 -0.45690 1.86529
F 0.66192 1.68200 0.03731
F 0.42703 0.42341 -1.72292
S 0.65616 -0.69540 0.83043
Br -0.00546 -2.46188 -0.47077
H -1.54969 0.98520 -0.13805

Computed properties:
**Gap between HOMO and LUMO**: 9.530 eV
**Energy above the lowest of the compared OMol25 structures with the same formula, charge and spin**: 3.558 eV
**Total energy**: -89409.63480 eV
**Molar mass**: 178.99 g/mol

No. 11
Below is C40H24Cl3N8O3Ta as an isolated structure, with properties calculated with ωB97M-V/def2-TZVPD.

Cartesian coordinates (Å):
Ta -0.14415 0.71751 -0.72262
Cl 2.18413 -1.07397 6.80879
C 2.27707 -1.37211 5.11936
C 1.08496 -1.27115 4.38411
C 1.24904 -1.49771 3.04917
N 0.57618 -1.51335 1.77193
C -0.69106 -2.04332 1.63100
O -1.40023 -2.13113 2.60326
C -1.23944 -2.33611 0.26595
C -2.00303 -3.48931 0.15824
C -2.69423 -3.74076 -1.01305
C -2.60920 -2.80884 -2.03470
C -1.82270 -1.69111 -1.84866
N -1.12831 -1.43607 -0.72829
C 2.45180 -1.84289 2.47021
C 3.63016 -1.95770 3.15165
C 3.50477 -1.69108 4.52343
Cl 4.93570 -1.75798 5.47444
N 1.84715 -1.93179 1.19092
C 2.45331 -2.05912 -0.00709
O 3.65685 -2.23793 -0.00516
C 1.78597 -2.02360 -1.35478
C 2.04178 -3.15877 -2.11229
C 1.71718 -3.17503 -3.45656
C 1.17886 -2.02988 -4.01403
C 0.94365 -0.94154 -3.19812
N 1.20852 -0.91760 -1.87867
H 0.14794 -1.04209 4.86513
H -2.05553 -4.16125 1.00245
H -3.30399 -4.62723 -1.11542
H -3.14899 -2.93927 -2.96104
H -1.73715 -0.94181 -2.62418
H 4.57541 -2.23022 2.70955
H 2.52998 -4.00151 -1.64411
H 1.91844 -4.04921 -4.06045
H 0.95501 -1.96678 -5.06924
H 0.51838 -0.03810 -3.60483
Cl -6.91038 1.63585 2.42314
C -5.43456 1.49177 1.54743
C -5.45904 1.45857 0.15270
C -4.28038 1.33059 -0.56707
C -3.08825 1.24445 0.13130
O -1.92716 1.08162 -0.53324
C -3.04158 1.29469 1.52051
C -1.77310 1.29180 2.20522
N -0.62670 1.39478 1.62682
C 0.50824 1.65504 2.41459
C 0.50645 2.20703 3.67164
C 1.71375 2.42186 4.36323
C 2.90919 2.13723 3.76553
C 2.93962 1.67342 2.42898
C 4.14538 1.48342 1.72258
C 4.10796 1.06692 0.42239
C 2.86194 0.82473 -0.16844
N 1.69522 0.97836 0.45968
C 1.72769 1.42473 1.75835
C -4.23641 1.41692 2.23392
H -6.40518 1.53566 -0.36381
H -4.28059 1.30595 -1.64708
H -1.83288 1.25532 3.29371
H -0.42166 2.50696 4.13840
H 1.68381 2.82560 5.36489
H 3.84406 2.28499 4.28882
H 5.08589 1.69238 2.21649
H 5.00557 0.92616 -0.16030
H 2.82341 0.48279 -1.19194
H -4.22660 1.47117 3.31447
N 0.47606 5.77323 -4.96968
C -0.02111 4.74106 -4.92651
C -0.63984 3.44937 -4.84212
C -1.37944 2.91853 -5.89162
C -1.96182 1.67480 -5.71126
C -1.77486 1.01604 -4.50860
N -1.03822 1.50328 -3.50256
C -0.48839 2.70158 -3.67746
H -1.48685 3.46475 -6.81871
H -2.55599 1.22011 -6.49062
H -2.24435 0.05033 -4.35812
H 0.10684 3.09597 -2.86190

Computed properties:
**Gap between HOMO and LUMO (spin up / spin down)**: 6.242 / 6.332 eV
**Energy above the lowest of the compared OMol25 structures with the same formula, charge and spin**: 7.679 eV
**Total energy**: -99036.56413 eV
**Net charge**: +2
**Molar mass**: 951.99 g/mol

No. 12
Below is C25H21Br3N4O8 as an isolated structure, with properties calculated with ωB97M-V/def2-TZVPD.

Cartesian coordinates (Å):
C -0.86366 -1.17664 0.03752
Br -0.96324 0.49462 1.04965
Br -0.78136 -0.77967 -1.80364
Br -2.39536 -2.43202 0.29919
H 0.08591 -1.67270 0.23837
C -2.36910 3.31221 -8.97441
C -2.48300 3.41333 -10.40705
C -2.89594 4.63066 -10.96130
C -3.06271 5.78498 -10.17984
C -2.88301 5.68021 -8.77565
C -2.57407 4.44053 -8.14154
N -3.39401 7.12907 -10.74290
O -2.95940 7.47119 -11.84862
O -4.12962 7.89706 -10.09075
H -1.99300 2.39230 -8.55167
H -2.35515 2.58207 -11.08459
H -2.93607 4.76392 -12.03229
H -3.00141 6.48616 -8.06655
H -2.48077 4.43182 -7.06562
C 8.35646 0.18981 6.61647
C 7.07007 -0.15899 6.30022
C 6.82254 -0.71599 5.06191
C 7.80791 -0.95910 4.13388
C 9.09226 -0.52434 4.43388
C 9.42599 -0.07370 5.65415
N 7.55611 -1.38609 2.81277
O 8.49236 -1.88422 2.17778
O 6.40660 -1.38099 2.43596
H 8.55673 0.58269 7.60233
H 6.19694 -0.02228 6.92097
H 5.77247 -0.90845 4.89844
H 9.91810 -0.47313 3.73979
H 10.42801 0.23343 5.91500
C 3.66319 -9.05865 1.49745
C 4.51364 -8.48607 2.41171
C 5.42820 -9.19078 3.20894
C 5.50713 -10.59099 2.94072
C 4.66238 -11.19422 1.91395
C 3.77971 -10.41469 1.25659
N 6.49509 -11.41588 3.66906
O 6.41785 -12.68822 3.51006
O 7.42784 -10.89140 4.25282
H 3.01669 -8.44910 0.88355
H 4.21245 -7.46402 2.58807
H 6.12835 -8.71380 3.87879
H 4.80570 -12.21166 1.58124
H 3.17622 -10.92131 0.51799
C -8.38518 4.71230 2.31450
C -9.19270 4.75470 3.43256
C -10.21016 5.67659 3.51999
C -10.35074 6.69890 2.55466
C -9.47396 6.71406 1.45998
C -8.46018 5.68996 1.37682
N -11.54477 7.56622 2.62439
O -12.45061 7.30220 3.41904
O -11.64509 8.52959 1.81057
H -7.59977 3.97434 2.24409
H -8.97386 3.94378 4.11146
H -11.00710 5.65337 4.24852
H -9.62017 7.40008 0.63876
H -7.78776 5.70697 0.53187

Computed properties:
**Gap between HOMO and LUMO**: 9.294 eV
**Energy above the lowest of the compared OMol25 structures with the same formula, charge and spin**: 2.459 eV
**Total energy**: -258719.51665 eV
**Molar mass**: 745.18 g/mol

Q: Look up the total energy of the ninth one.
A: -13392.15072 eV

Q: Among the records above, which one has the highest molar mass?
A: C40H24Cl3N8O3Ta

Q: molar mass of number 8 (C2H9NOS)?
A: 95.17 g/mol

Q: The highest molar mass belongs to which entry?
A: C40H24Cl3N8O3Ta